[1]
C22H53GeN5OSi3Sn | wB97M-V/def2-TZVPD

Computed properties:
Energy relative to the best compared isomer or geometry (same formula, charge and spin): 91.02 kcal/mol
Gap between HOMO and LUMO (spin up / spin down): 2.2703 / 2.9356 eV
Strongest force on any atom: 0.0876 hartree/bohr
E_LUMO (spin up / spin down): 0.0610 / 0.0609 hartree
Charge: -1
E: -4378.6254 hartree
Multiplicity: 2

The geometry in XYZ format:
```
86
Properties=species:S:1:pos:R:3:forces:R:3
Sn -0.34703 0.75040 0.25043 -1.23 0.33 -1.23
N 1.09426 -3.29003 -0.21253 0.42 -1.05 0.29
C 0.48150 -2.21571 0.28812 -1.50 3.58 -2.29
O 0.17719 -1.25518 -0.54533 0.99 -4.03 1.57
C 0.17783 -1.99539 1.77133 0.55 0.80 -0.73
C -0.04175 -0.45961 2.06048 2.00 -0.17 1.30
H 1.29105 -3.29179 -1.21988 -0.26 -0.05 0.91
H 1.27708 -4.12497 0.36583 -0.06 0.89 -0.63
H 1.05426 -2.42120 2.29513 -0.62 0.10 0.19
H -0.73583 -2.53693 2.00539 0.06 -0.30 0.09
H 0.82050 -0.10078 2.70585 -0.69 -0.35 -0.80
H -0.90350 -0.27499 2.67612 -0.60 -0.26 0.15
C 3.50127 2.52988 -2.32027 0.48 0.05 0.16
Si 1.83013 3.42423 -2.40268 -0.26 0.86 1.47
C 2.07080 5.33932 -2.70408 -1.08 0.10 -0.38
C 0.54585 2.91841 -3.66838 0.44 1.42 -0.19
Ge 0.83269 3.15817 -0.19384 0.22 0.44 -0.10
Si -0.54206 5.10591 0.30508 1.91 -0.60 -0.03
C -1.40392 4.72186 1.92651 0.30 1.46 0.20
C -1.81447 5.32631 -1.10888 0.67 -0.20 -0.05
C 0.61958 6.66213 0.52695 -0.98 1.16 -0.71
Si 2.66025 3.13849 1.34219 1.24 1.22 -0.61
C 3.78007 1.57398 1.43216 -2.03 0.08 0.72
C 1.69582 3.31278 2.91562 -1.59 0.16 -0.18
C 4.11177 4.49139 1.19028 -0.64 -0.50 -0.68
H 4.21481 2.88234 -1.51938 -0.86 0.00 -0.91
H 3.98541 2.56337 -3.29403 0.39 0.22 -0.15
H 3.37916 1.46713 -2.12321 -0.35 -0.18 0.15
H 2.81303 5.58889 -3.48453 -0.28 -0.20 0.17
H 2.37412 5.87242 -1.78799 -0.15 -0.26 -0.34
H 1.05119 5.77423 -3.04834 1.58 -0.65 0.60
H 0.40948 1.87413 -3.73582 -0.31 -1.21 -0.10
H 0.74865 3.35734 -4.65299 0.00 -0.21 0.00
H -0.36576 3.39808 -3.28739 0.05 -0.27 -0.12
H -2.38354 4.42514 1.60143 -0.80 -0.11 0.40
H -1.39345 5.65163 2.54883 -0.53 -0.56 -0.44
H -0.96988 3.96059 2.55099 0.17 -0.47 -0.13
H -1.42837 6.10745 -1.81514 -0.82 -0.40 0.63
H -2.82139 5.46125 -0.68398 0.26 0.54 -0.42
H -1.86557 4.37600 -1.67299 0.10 0.33 0.29
H 0.73577 7.11063 1.53949 -0.03 -0.68 -0.43
H 0.03314 7.45367 -0.03149 0.69 -0.41 0.35
H 1.61367 6.60878 0.02760 -0.77 -0.17 0.48
H 3.17053 0.74197 1.06410 0.30 -0.14 -0.09
H 3.93361 1.39383 2.50561 0.32 -0.01 -0.20
H 4.69900 1.65946 0.89738 0.62 0.06 -0.36
H 2.31026 3.30298 3.77214 0.71 -0.37 1.30
H 0.96139 2.48113 2.89854 0.54 0.07 0.37
H 1.02975 4.19400 3.02962 0.70 -0.19 -0.48
H 4.37786 4.43862 0.11286 -0.03 0.17 0.45
H 5.01062 4.16993 1.73055 -0.19 0.05 0.13
H 3.89774 5.54521 1.41494 -0.12 -0.31 0.04
C -2.52042 -0.21779 -2.37354 0.53 -0.20 -0.25
C -3.26637 0.02971 -1.05233 0.69 -0.33 -1.29
C -4.39379 0.97269 -1.45244 -2.62 0.19 1.00
C -3.73644 -1.26153 -0.32664 -0.21 0.31 0.98
C -2.44572 0.74149 -0.09872 2.09 2.54 2.27
H -3.15810 -0.70285 -3.09294 -0.61 -0.30 -0.58
H -1.66067 -0.89627 -2.27872 0.02 0.37 0.28
H -2.19043 0.74961 -2.81399 -0.11 -0.62 0.40
H -5.09425 0.60952 -2.22074 0.07 -0.52 0.10
H -4.12608 1.94900 -1.83519 0.99 0.06 -0.05
H -5.04810 1.25605 -0.56720 0.65 -0.57 -0.67
H -4.72209 -1.55967 -0.67835 -0.15 -0.79 -0.16
H -3.81118 -0.91121 0.72347 -0.51 -0.26 -0.59
H -2.98476 -2.08654 -0.18513 -0.53 0.66 -0.96
H -2.97556 1.64110 0.29330 0.75 -0.34 -0.13
C -2.13414 -6.83059 0.73646 -0.70 -0.69 0.04
C -1.40415 -7.97722 -0.00656 -0.75 -0.45 0.20
C -0.98667 -7.64798 -1.43382 0.11 1.43 -0.20
C -0.18379 -8.52248 0.79069 0.01 -0.74 0.52
N 0.55156 -7.57717 1.67545 0.80 2.92 0.28
C 1.05244 -7.63080 2.90806 1.07 -0.30 1.74
N 1.79081 -6.51838 3.23773 -2.21 -1.77 -0.79
N 1.62090 -5.69932 2.19568 -0.75 -1.63 -1.45
N 0.93478 -6.25970 1.23492 0.05 -0.98 0.73
H -3.10016 -6.53596 0.25195 1.06 -0.13 0.00
H -1.50012 -5.95316 0.92783 -0.33 -0.33 -0.14
H -2.47044 -7.29163 1.67780 0.24 0.51 0.13
H -2.16480 -8.84131 -0.06453 1.19 1.11 0.10
H -0.19070 -6.88451 -1.52987 -0.12 -0.38 0.57
H -1.80251 -7.16900 -1.96805 -0.37 -0.23 -0.09
H -0.65822 -8.49713 -2.00394 0.07 -0.61 -0.15
H 0.54030 -8.89863 0.08629 0.42 0.15 -0.41
H -0.42249 -9.45991 1.35269 -0.04 1.15 0.19
H 0.90687 -8.46528 3.65199 0.24 0.99 -1.27
```
Forces are in eV/Å.

These are the Löwdin partial charges, in e, on atoms 1 to 2: 0.880 0.167

[2]
C22H54ClFN3O18P4S | wB97M-V/def2-TZVPD

Computed properties:
Gap between HOMO and LUMO: 6.7943 eV
Strongest force on any atom: 0.1457 hartree/bohr
E_LUMO: -0.1522 hartree
Charge: +1
E: -4712.4518 hartree

The geometry in XYZ format:
```
104
Properties=species:S:1:pos:R:3:forces:R:3
C -1.76778 6.67727 -0.97520 0.34 0.30 -0.15
C -2.69424 6.70644 -2.18816 -0.32 0.51 0.35
N -3.37543 5.39938 -2.47133 0.32 -0.12 -0.34
C -2.46780 4.34410 -2.54135 0.07 1.08 -0.41
N -2.53037 3.37051 -1.72252 0.13 -0.33 -0.53
C -3.55502 3.24584 -0.67595 -0.58 0.00 0.06
C -4.94405 3.11183 -1.32128 -0.34 0.85 0.26
C -6.09831 3.98735 -0.86218 0.22 -0.16 0.29
N -5.04907 2.27815 -2.25118 0.08 -0.43 -0.44
C -1.41733 2.44541 -2.02882 1.15 -1.10 1.18
C -1.32737 1.08667 -1.33382 0.27 -0.35 -0.62
O -0.88936 1.21375 0.00683 -1.14 0.17 0.24
O 0.51289 1.34006 0.00630 0.52 0.09 -0.28
C -1.17936 2.58138 -3.53358 0.83 2.35 -0.28
S 0.54325 2.13715 -3.87716 0.18 -0.86 0.17
Cl -2.46206 2.06007 -4.65206 0.28 -0.50 0.51
C -1.30577 4.17675 -3.56988 -1.82 -1.63 -0.54
F -0.18878 4.83020 -3.20266 -0.07 0.29 0.23
H -1.18646 7.60663 -0.99720 -0.05 -0.20 0.05
H -2.29527 6.67957 -0.01662 -0.12 -0.18 -0.25
H -1.03413 5.86187 -0.97738 -0.15 0.10 -0.10
H -3.49443 7.41984 -1.96037 0.04 -0.22 -0.18
H -2.21893 7.07952 -3.10446 0.30 -0.17 0.30
H -3.74097 5.48903 -3.42174 -0.32 0.00 0.17
H -3.36892 2.33792 -0.09847 0.24 0.26 0.03
H -3.50231 4.14185 -0.05504 0.08 -0.24 0.06
H -6.58024 3.57334 0.03269 0.20 0.04 -0.07
H -5.78681 5.00994 -0.63095 0.01 -0.16 -0.09
H -6.85560 4.00013 -1.65125 0.13 0.10 0.13
H -6.00346 2.30106 -2.61186 0.10 -0.25 -0.14
H -0.55855 2.97980 -1.58422 0.04 -0.27 -0.29
H -0.54020 0.51957 -1.84999 -0.33 0.08 -0.18
H -2.23965 0.48406 -1.36611 -0.01 0.24 0.23
H 0.66709 2.28812 0.14609 -0.03 -0.07 0.20
H 0.73387 2.40963 -5.19018 -0.71 0.16 0.26
H -1.66262 4.40612 -4.57971 0.41 0.66 0.19
C 1.80021 -1.09212 -5.88903 -0.14 0.10 0.10
O 0.82751 -1.41989 -6.89732 1.76 -2.12 1.67
P 0.11945 -2.95288 -6.78963 -6.09 0.77 -4.12
O -0.16106 -3.17074 -8.23910 1.14 0.07 0.69
O -1.17216 -2.39732 -5.97733 0.26 -0.61 0.43
C -2.01752 -1.45408 -6.62334 0.02 0.40 0.03
O -0.16586 -4.48823 -6.19019 2.77 1.67 1.37
C 1.00879 -5.31689 -6.05741 0.16 -0.21 -0.19
H 2.16139 -0.08283 -6.07590 -0.05 -0.03 -0.09
H 1.34536 -1.13278 -4.89410 0.08 0.05 0.01
H 2.64440 -1.78192 -5.93683 0.08 0.12 0.04
H -1.96649 -1.53794 -7.70911 0.10 -0.07 0.02
H -1.73787 -0.44317 -6.31949 0.00 0.02 -0.08
H -3.03918 -1.64881 -6.29991 0.05 -0.08 0.06
H 1.71807 -4.85542 -5.36962 0.03 -0.18 0.08
H 1.48352 -5.45593 -7.03150 -0.04 -0.03 0.02
H 0.70756 -6.28474 -5.66464 -0.12 0.08 0.01
C 2.21241 3.25517 4.94281 -0.09 -0.21 0.03
O 2.55561 3.86649 3.67806 1.98 -0.11 2.53
P 4.20341 3.94333 3.32320 -0.06 1.01 -7.00
O 4.19755 5.17768 2.48026 -0.23 -0.21 1.19
O 4.17141 2.57502 2.45018 0.60 0.00 0.39
C 3.37455 2.55647 1.28091 -0.38 -0.14 -0.07
O 5.84434 3.74576 3.56423 -2.07 -0.58 2.77
C 6.37640 4.30932 4.77854 0.12 0.29 0.13
H 1.12989 3.25904 5.04577 0.02 0.05 -0.11
H 2.57212 2.22412 4.97945 -0.05 0.02 0.08
H 2.64633 3.82307 5.76580 -0.10 -0.08 0.08
H 3.23428 3.55761 0.86698 0.08 0.05 0.10
H 2.40351 2.11104 1.50938 0.00 -0.01 0.00
H 3.87930 1.93675 0.54111 0.06 -0.03 0.08
H 5.91279 3.85285 5.65353 0.13 -0.04 0.04
H 6.20920 5.38902 4.79981 0.03 -0.02 -0.03
H 7.44504 4.11383 4.80140 -0.04 -0.06 -0.12
C 0.91221 0.65626 10.81377 -0.06 -0.22 0.03
O 1.65354 0.66313 9.57714 0.57 2.09 2.57
P 3.26669 1.15747 9.67046 2.70 -3.31 -6.15
O 3.40081 1.72636 8.29274 -0.66 0.58 0.95
O 3.79132 -0.36885 9.79336 0.45 0.45 0.44
C 3.53656 -1.26727 8.71782 -0.33 -0.31 0.01
O 4.70925 1.67402 10.34520 -2.80 0.45 2.10
C 4.65633 2.90861 11.08331 0.06 0.29 -0.11
H -0.09681 0.31005 10.60396 0.05 -0.01 -0.09
H 1.37803 -0.01820 11.53770 -0.05 0.00 0.00
H 0.85807 1.66325 11.23105 -0.11 -0.04 0.03
H 3.41296 -0.74297 7.77008 -0.01 0.11 0.07
H 2.64187 -1.85268 8.93330 -0.02 0.01 -0.08
H 4.38759 -1.94131 8.64244 0.04 0.07 0.09
H 3.97236 2.82661 11.92865 0.11 0.05 0.08
H 4.33364 3.72590 10.43312 0.04 -0.01 0.01
H 5.65447 3.12287 11.45574 0.01 -0.11 -0.06
C -2.57703 -7.79671 -4.56701 -0.08 -0.08 -0.15
O -1.53155 -8.77987 -4.44126 -1.62 1.34 2.47
P -1.58039 -9.76439 -3.06798 4.19 -5.69 -2.17
O -0.11397 -10.01391 -2.92448 -0.73 1.12 0.21
O -2.36815 -10.95120 -3.83367 -0.31 0.17 0.76
C -1.72962 -11.58991 -4.93637 -0.06 0.08 -0.46
O -2.12911 -10.35578 -1.59930 -1.51 2.98 -1.00
C -2.28177 -9.38747 -0.54810 0.23 0.07 0.19
H -2.42360 -7.24754 -5.49319 0.07 -0.07 0.00
H -3.55846 -8.27903 -4.59546 0.00 0.05 -0.03
H -2.53276 -7.09778 -3.72917 -0.07 0.11 -0.11
H -0.64363 -11.52260 -4.87239 -0.02 0.09 0.10
H -2.07157 -11.13931 -5.86894 0.07 0.00 -0.02
H -2.02184 -12.63809 -4.92465 -0.06 0.04 0.10
H -3.00936 -8.62338 -0.82618 -0.07 -0.03 0.13
H -1.32217 -8.91234 -0.32802 -0.02 -0.03 0.02
H -2.63454 -9.90508 0.34010 0.00 -0.09 -0.09
```
Forces are in eV/Å.

These are the Löwdin partial charges, in e, on atoms 1 to 2: -0.069 -0.202